# 1
C3H6N2O2 | the ωB97M-V functional and the def2-TZVPD basis

Positions of all 13 atoms, in Å:
N 1.48826 0.83553 -0.13409
C 0.22581 -0.05148 0.71488
O 0.55608 -0.18446 1.88329
C -1.13834 0.48982 0.25886
O -1.80735 -0.68066 -0.20837
C -0.82886 -1.52537 -0.63868
N 0.37395 -1.27050 -0.35724
H 2.27070 0.87586 0.51563
H 1.29859 1.73096 -0.56886
H 1.57183 0.04476 -0.78303
H -1.06055 1.19362 -0.58135
H -1.71124 0.92371 1.07674
H -1.23887 -2.38179 -1.17777

Results
Gap between HOMO and LUMO = 9.61 eV
LUMO level = 0.0228 hartree
Energy relative to the best compared isomer or geometry (same formula, charge and spin) = 70.6 kcal/mol
HOMO energy = -8.99 eV
SMILES = [NH3+][C@@]1([O-])COC=N1


# 2
C3H10N2 | the ωB97M-V functional and the def2-TZVPD basis

Positions of all 15 atoms, in Å:
C -0.40097 1.14437 -3.31990
N 0.01465 1.77536 -2.29546
H -0.45504 1.77679 -4.20319
H -0.94702 0.20374 -3.27218
H 0.00281 1.14498 -1.48038
C 0.06976 -2.08765 2.02164
C 0.51339 -0.62875 2.09402
N -0.17032 0.17830 1.10373
H -1.02129 -2.14161 1.95865
H 0.49675 -2.64696 2.84691
H 0.35696 -2.54357 1.06650
H 1.57576 -0.69782 1.81998
H 0.36173 -0.18361 3.07410
H -0.08580 1.17731 1.17283
H -0.62933 -0.17347 0.30218

Results
Gap between HOMO and LUMO = 9.72 eV
LUMO level = 0.0363 hartree
Energy relative to the best compared isomer or geometry (same formula, charge and spin) = 35.6 kcal/mol
HOMO energy = -8.73 eV
SMILES = C=N.CCN


# 3
C33H40AsN6O2SSeSn | the ωB97M-V functional and the def2-TZVPD basis

Positions of all 85 atoms, in Å:
Sn 9.06189 9.82475 17.97400
C 8.52412 5.90976 22.18921
C 9.07939 5.96018 20.88938
C 9.42846 7.18885 20.34481
C 9.19013 8.39330 21.03391
C 8.73201 8.31142 22.41144
C 8.34828 7.08222 22.94206
N 9.21236 9.61874 20.36377
C 9.69266 10.75918 20.98544
C 10.42127 10.81508 22.16880
C 10.90859 12.03636 22.68980
C 10.62926 13.22140 22.00999
C 9.88002 13.26973 20.84697
C 9.45834 12.02771 20.33151
N 8.87238 11.95678 19.10931
N 8.50266 13.06515 18.51044
C 7.66812 12.79849 17.48587
C 7.19689 13.89624 16.69997
C 6.33694 13.61910 15.68106
C 5.94406 12.27389 15.43983
C 6.42052 11.29513 16.27240
N 7.35609 11.51344 17.20389
H 8.25133 4.92908 22.61985
H 9.23668 5.02064 20.38358
H 9.81822 7.26806 19.33384
H 8.63014 9.23127 22.99165
H 7.93315 7.02801 23.96628
H 10.59981 9.86168 22.65668
H 11.54004 12.08757 23.59560
H 11.10455 14.11380 22.38540
H 9.60991 14.18400 20.32853
H 7.57043 14.88423 16.93665
H 5.94366 14.43755 15.07254
H 5.23223 11.98194 14.67433
H 6.01792 10.26712 16.19796
C 6.22406 6.25036 18.11709
C 7.23142 7.32648 17.79471
N 7.27554 8.47682 18.39935
O 6.47641 8.65490 19.50225
C 8.08487 7.14634 16.55966
C 7.92439 5.86087 15.74810
N 8.87800 8.17526 16.29414
O 9.29246 7.98152 14.91652
H 5.68236 6.45314 19.05147
H 6.78516 5.31323 18.17720
H 5.48825 6.22419 17.27892
H 6.87625 9.43046 19.96626
H 7.07966 5.95297 15.01534
H 7.62534 5.07840 16.44639
H 8.85796 5.63432 15.23157
C 7.57616 10.17736 8.36059
C 7.99603 10.09618 9.79301
C 9.15657 10.77476 10.19919
C 9.63179 10.74167 11.48966
C 10.89475 11.45081 11.90749
C 8.87564 10.03532 12.45314
Se 9.65817 9.86765 14.19438
C 7.64289 9.44224 12.11022
C 6.71436 8.97136 13.19526
C 7.25996 9.43901 10.76762
H 8.39309 10.57271 7.73721
H 6.61261 10.74746 8.25100
H 7.29524 9.20120 7.92866
H 9.72870 11.31074 9.44127
H 11.33608 11.93576 11.05017
H 11.63834 10.75784 12.36430
H 10.70393 12.23465 12.66385
H 6.53695 9.77336 13.89031
H 7.13841 8.11574 13.78510
H 5.73143 8.71868 12.77315
H 6.37931 8.87601 10.48241
C 12.71256 6.10118 18.42105
As 13.09715 7.67451 19.50624
C 14.99544 8.03524 19.15782
C 12.92936 7.34892 21.41546
S 12.03677 9.28384 18.70333
H 13.22412 5.25886 18.86114
H 13.10132 6.26299 17.42010
H 11.63525 5.88249 18.33892
H 15.63347 7.35584 19.71042
H 15.22273 9.06957 19.44377
H 15.17923 7.88787 18.08923
H 13.81459 6.81769 21.80101
H 12.03453 6.74774 21.62830
H 12.79366 8.31807 21.87980

Results
Gap between HOMO and LUMO = 5.63 eV
LUMO level = -0.1362 hartree
Total charge = +1
Energy relative to the best compared isomer or geometry (same formula, charge and spin) = 31.1 kcal/mol
HOMO energy = -9.34 eV